Entry 1:
The following is a DFT calculation (ωB97M-V/def2-TZVPD) of a structure of composition C40H38N3O5P2Se3TeTl.

XYZ file:
```
93
Properties=species:S:1:pos:R:3:forces:R:3
H -1.36406 -3.31710 -3.84196 0.025 -0.029 -0.050
H 5.43388 1.49241 3.39861 -0.012 -0.008 -0.020
C -3.51510 2.86290 -3.79780 -0.009 0.062 0.028
H 0.12578 -2.30635 -5.48647 0.015 -0.003 0.035
C -3.13066 1.18366 -2.11121 0.193 -0.125 0.102
C 1.70740 -3.82810 3.62659 0.014 -0.011 0.063
N 1.48999 -3.36115 1.29525 0.067 -0.046 0.038
H 0.72846 4.75266 -3.47154 0.007 -0.037 -0.042
H -4.16852 2.15066 -5.71191 0.000 -0.005 -0.004
H -2.88139 3.30173 -1.80310 0.052 -0.014 0.009
H 0.63636 -3.88006 -4.82489 0.013 0.015 0.041
C -1.90511 2.64126 1.32812 -0.181 -0.292 -0.322
C 0.86775 2.27200 -0.07661 -0.064 -0.115 -0.345
O -0.62647 -2.75398 -3.59155 -0.014 0.005 -0.050
C 3.95902 -0.38537 -1.17604 -0.460 -0.382 -0.265
C 2.80553 -3.17030 1.23186 -0.017 -0.040 -0.015
N -3.11958 -1.80374 1.89488 -0.004 -0.380 0.156
H -1.76908 -0.98196 2.87484 -0.033 -0.006 -0.115
C 1.68671 2.95281 -3.06381 -0.154 0.065 -0.223
C 3.58763 -1.33889 -2.36310 0.184 0.387 0.327
C 4.15774 0.87332 1.78904 0.017 0.061 0.013
C -1.17384 3.82786 1.69082 0.162 0.246 0.184
C -4.88116 -0.30667 1.01632 0.173 0.497 -0.026
Se 2.35831 -4.79310 -1.96312 -0.222 -0.359 -0.210
C 1.90461 1.61918 -0.92660 -0.349 0.023 -0.228
H -3.51382 3.90376 -4.09656 -0.007 -0.006 -0.012
C -6.19911 -0.19067 1.46106 0.104 -0.076 0.004
O -2.49536 -0.64760 2.33600 0.019 0.237 -0.071
C -4.94316 2.00275 0.33841 0.009 -0.113 -0.043
O 4.18276 -1.22605 -3.42317 -0.090 -0.057 -0.013
H 1.98701 4.76867 -0.90819 -0.031 0.068 0.067
H -4.73558 -2.51252 1.02188 0.104 0.011 -0.133
H -4.46924 2.85614 -0.12896 -0.021 0.012 0.024
C -1.69870 2.04479 0.13729 0.257 0.022 0.217
H -6.69176 -1.05662 1.88715 0.014 0.005 0.035
Te 1.67177 -6.96467 -2.72963 0.440 0.312 0.098
H 4.47897 0.50542 -1.52260 0.056 -0.027 0.038
H 1.29693 -2.38313 -4.14236 0.014 -0.025 -0.027
H 0.87950 1.95821 0.95896 -0.091 0.023 0.039
C -0.21255 4.33927 0.91102 0.042 0.050 0.120
H -3.45314 -0.83774 -2.72707 -0.013 -0.049 -0.054
C -3.49120 0.20165 -3.03119 0.037 0.115 0.037
H 4.70154 -3.10392 2.23635 0.004 -0.003 -0.036
H 0.44285 5.53255 -1.28942 0.033 0.023 0.009
C -6.86606 1.01648 1.38261 -0.073 0.019 -0.005
C 3.90459 -3.75053 4.80761 0.037 0.001 0.075
C 1.09418 4.08879 -2.69682 0.058 0.121 -0.007
H -7.88348 1.09977 1.74110 -0.005 -0.014 0.015
P 2.38780 -0.03484 -0.29204 0.288 0.675 0.571
C -6.22748 2.12028 0.83880 -0.069 0.107 -0.057
H -1.48946 4.35859 2.58103 0.042 0.051 -0.021
C 3.63624 -3.26449 2.33793 -0.027 0.044 0.084
H 2.85116 1.19742 -2.73261 0.028 0.051 -0.001
C -3.88164 1.87854 -4.70441 -0.040 0.006 -0.018
O 3.72137 -4.65627 5.59536 -0.088 0.072 -0.069
H 1.50982 0.19891 4.52318 0.020 -0.008 0.019
C -0.52976 2.42086 -0.68404 0.031 -0.144 0.178
H 4.90951 -1.98997 4.38769 -0.048 -0.009 0.007
P -2.61581 0.58914 -0.44099 -0.362 0.133 -0.087
Tl 0.17363 -2.28878 -0.96670 0.154 0.155 -0.006
H 1.24933 -4.11572 4.56310 -0.001 -0.028 -0.011
C -4.25077 0.79626 0.40788 -0.053 -0.381 0.151
C 0.97713 4.58120 -1.29227 -0.108 -0.116 0.015
C -3.88198 0.54761 -4.31599 -0.067 -0.058 -0.023
N 4.87364 -2.81440 4.96273 0.134 0.098 -0.042
C 0.40894 -2.84044 -4.57557 -0.007 0.010 -0.107
Se -0.77484 -7.19491 -2.11108 -0.500 0.089 0.134
C 0.95774 -3.69287 2.47106 -0.053 -0.003 -0.038
C 2.20312 1.89651 -2.21274 0.146 -0.153 0.253
H -2.69821 2.29882 1.98054 -0.028 0.016 -0.014
C 2.25727 0.38516 3.76209 0.007 0.017 0.016
H -0.57206 2.17098 -1.73743 0.063 0.033 -0.014
H 0.99822 -0.25643 2.14659 -0.030 -0.039 0.025
C 3.07434 -3.59085 3.56487 -0.088 -0.057 -0.128
C 2.90503 0.39059 1.42635 -0.114 -0.253 -0.069
H 3.74315 1.06035 5.15158 0.024 0.031 -0.004
C 1.96889 0.13696 2.43031 0.021 0.010 -0.063
C -4.20733 -1.59700 1.27356 0.012 -0.010 -0.002
H -0.11368 -3.87682 2.47207 0.046 0.065 0.052
H 0.20541 5.31352 1.13778 0.051 -0.005 0.015
H 4.89951 1.08466 1.02832 0.010 -0.027 -0.012
C -3.15309 2.52079 -2.50374 -0.034 -0.050 -0.074
C 3.50940 0.87218 4.11132 0.001 -0.089 0.050
H 5.44673 -2.85577 5.78807 -0.024 -0.019 0.018
C 0.29410 3.65258 -0.28909 0.177 -0.058 -0.007
Se -1.45206 -5.40407 -0.98217 0.237 -0.178 -0.114
H 3.19350 -2.94965 0.24265 0.075 0.093 0.016
H 1.79914 2.76613 -4.12705 -0.042 -0.005 -0.003
O 2.65606 -2.16251 -2.05386 -0.201 -0.301 -0.146
H -4.18657 -0.22111 -5.01489 0.053 -0.005 -0.015
C 4.45850 1.10739 3.12496 0.068 0.044 0.036
H 4.61097 -0.95536 -0.50973 -0.012 0.027 0.047
H -6.74608 3.06840 0.77649 0.009 0.011 0.003
```
Forces are in eV/Å.

The calculation puts the highest occupied orbital energy (spin up / spin down) at -7.53 / -7.53 eV. As for the LUMO energy (spin up / spin down): -2.13 / -1.82 eV. As for the energy above the lowest of the compared OMol25 structures with the same formula, charge and spin: 0.0 kcal/mol.

***

Entry 2:
The following is a DFT calculation (ωB97M-V/def2-TZVPD) of a structure of composition C17H37BrO6P2PtS at a distorted geometry.

XYZ file:
```
65
Properties=species:S:1:pos:R:3:forces:R:3
O 4.31271 -0.54377 0.69437 0.394 -0.591 -0.130
H -0.83798 -4.33823 4.02658 -0.258 0.039 0.381
H 6.52769 3.65684 -0.19583 0.207 0.244 -0.090
C -1.47708 -0.45184 2.26005 0.466 0.424 0.467
H 5.73827 0.93487 -0.95749 -0.217 -0.421 -0.086
C -1.83793 1.99155 1.14970 -1.675 2.341 -0.092
C 0.78133 1.37789 0.65236 0.685 -0.213 0.375
C 2.09235 0.84707 1.29535 -0.551 0.582 -0.691
H 5.91365 2.74206 1.15132 0.027 -0.093 0.399
S -1.87960 3.13232 -0.12805 0.279 0.001 0.594
H -1.81681 0.35744 2.88928 -0.105 0.352 0.034
C -0.61679 -1.36035 3.12832 -0.394 -0.397 0.507
H 5.21296 2.50160 -1.63888 -0.107 -0.152 -0.471
H 3.70211 -0.01755 -3.06220 0.274 0.333 -0.040
O 2.74080 0.04720 -1.25909 0.168 0.286 0.247
H -6.42692 -2.38180 -2.45416 -0.471 0.124 0.046
H -3.92969 3.08410 -2.54209 -0.259 -0.139 -0.233
H -2.35767 -1.01618 1.96885 -0.133 -0.124 -0.396
H 1.60642 -3.92589 2.36904 0.329 -0.160 -0.163
H 1.74694 -1.78833 -2.54465 -0.189 0.153 -0.085
H 0.10012 -4.39586 1.60361 -0.135 -0.282 -0.330
O -5.68466 -0.81878 -0.41893 1.728 -0.339 -2.132
C -0.15923 -3.64270 3.55369 -0.152 -0.916 -0.677
O 4.04927 1.88282 -0.08602 0.001 -0.094 -0.336
O -3.65025 -1.08137 -1.42319 -0.471 0.513 -0.464
C -3.61591 3.52952 -0.44410 0.205 -0.308 -0.958
H -3.83234 4.38381 0.18772 0.041 0.033 0.499
H 7.26163 2.08805 0.21358 0.360 0.098 0.160
H -2.84113 1.71236 1.44539 -0.224 -0.412 -0.131
H 0.59299 2.35586 1.06674 -0.364 0.202 0.195
H -1.36134 2.44195 2.01416 0.920 -0.559 0.114
H -4.83138 -2.28950 -3.17201 0.144 -0.119 -0.191
H 1.96256 0.02922 1.98350 -0.001 -0.386 -0.004
C -5.03296 -1.16833 -1.40319 -1.542 0.214 2.201
H 3.11313 -2.73668 -1.95436 -0.097 -0.217 0.356
P -0.71704 0.28999 0.72383 0.685 -1.549 -0.921
C 3.57982 -0.64821 -2.19305 -0.884 -0.766 -0.675
O -0.98510 -2.68002 2.87770 0.292 0.208 -0.149
H -1.42216 -0.92758 -1.25546 0.174 -0.345 -0.032
H -4.50971 4.69836 -2.00528 -0.370 -0.010 -0.182
H -4.22532 2.67271 -0.18675 -0.278 -0.021 0.295
H 0.80936 -5.45180 2.83192 0.163 -0.234 0.106
H 2.51777 1.66180 1.86828 0.093 0.187 0.232
C -3.17488 0.07202 -0.73119 -0.001 -0.810 0.017
H -1.27708 0.74297 -1.62436 0.178 0.464 0.099
H 0.96214 1.54697 -0.40609 -0.303 -0.173 -0.395
H -3.63206 0.93152 -1.20296 -0.080 0.349 0.102
H -0.88934 -1.13267 4.16161 0.020 0.284 0.194
H -3.49492 -0.02596 0.29923 -0.159 0.280 0.254
P 3.41951 0.45922 0.12834 0.084 -0.102 0.941
H 4.51741 -0.96252 -1.76248 0.367 0.321 0.201
H 0.46957 -3.17644 4.30110 0.034 0.200 0.249
C 6.34541 2.65713 0.16678 -0.438 -0.345 -0.350
Pt 3.28061 -4.21457 -3.72969 -0.043 0.597 0.312
H -2.81648 4.38848 -2.24152 0.149 0.244 -0.194
C 0.65887 -4.42809 2.52728 -0.081 0.919 0.289
C -1.66021 0.05024 -0.88108 -0.258 0.021 0.304
C 2.81812 -1.90414 -2.60916 0.260 -0.773 -0.361
H 0.45643 -1.19495 3.05353 0.202 0.056 -0.221
H -5.86565 -0.89480 -3.30923 -0.338 0.150 -0.110
C -3.74720 3.94101 -1.91172 0.449 -0.057 0.421
Br 0.48642 -1.65635 0.22121 0.041 -0.024 0.111
C -5.60132 -1.72314 -2.66419 0.891 -0.374 0.197
H 3.07131 -2.15162 -3.67371 -0.014 0.093 -0.158
C 5.36049 1.92106 -0.74228 0.284 1.192 0.547
```
Forces are in eV/Å.

The calculation puts the highest occupied orbital energy at -13.25 eV. As for the LUMO energy: -11.41 eV. Its net charge is +2. As for the energy above the lowest of the compared OMol25 structures with the same formula, charge and spin: 0.0 kcal/mol.

***

Entry 3:
The following is a DFT calculation (ωB97M-V/def2-TZVPD) of a structure of composition ClLi at a distorted geometry.

XYZ file:
```
2
Properties=species:S:1:pos:R:3:forces:R:3
Li -4.91446 -3.12230 -27.61737 0.656 0.507 -1.529
Cl -3.96083 -2.38548 -29.83886 -0.656 -0.507 1.529
```
Forces are in eV/Å.

The calculation puts the highest occupied orbital energy at -8.76 eV. As for the LUMO energy: -1.34 eV. As for the energy above the lowest of the compared OMol25 structures with the same formula, charge and spin: 12.7 kcal/mol.

***

Entry 4:
The following is a DFT calculation (ωB97M-V/def2-TZVPD) of a cluster of 2 separate species, C4H7OP in total at a distorted geometry.

XYZ file:
```
13
Properties=species:S:1:pos:R:3:forces:R:3
H -1.12427 0.49816 2.44829 -0.950 -0.323 2.041
H -0.12605 1.44695 1.44158 -1.127 -2.116 -0.499
C 2.80923 0.39088 1.28668 -0.482 0.331 -0.096
H -0.47239 -2.30839 -3.06032 -0.320 0.753 1.316
H -1.62372 0.47444 0.79509 0.737 0.134 0.428
H 0.89831 -0.19536 -1.24578 -0.914 -1.057 -1.148
H -0.98885 -0.29441 -1.28808 1.312 -1.086 -0.704
C 0.00066 -0.82844 -1.50501 -0.920 0.090 -0.486
O 0.11590 -1.59638 -2.74910 0.933 1.624 2.151
H 3.51321 1.13630 1.48627 0.938 0.316 0.013
C 1.76292 -0.18150 1.13117 -0.670 -1.369 0.309
C -0.74327 0.44334 1.48604 0.694 2.173 -2.027
P 0.23183 -1.10532 1.25491 0.769 0.530 -1.299
```
Forces are in eV/Å.

The calculation puts the highest occupied orbital energy (spin up / spin down) at -8.11 / -7.77 eV. As for the LUMO energy (spin up / spin down): -0.55 / 0.23 eV. As for the energy above the lowest of the compared OMol25 structures with the same formula, charge and spin: 126.7 kcal/mol.

***

Entry 5:
The following is a DFT calculation (ωB97M-V/def2-TZVPD) of a structure of composition C31H25AsI2N3O2Tc.

XYZ file:
```
65
Properties=species:S:1:pos:R:3:forces:R:3
N 1.52479 2.24310 0.56951 0.022 0.024 0.019
Tc 1.77257 0.17171 0.24198 0.238 0.052 0.007
C 4.21852 -0.70537 -1.91203 -0.034 -0.029 0.013
H -3.51253 2.89551 -3.40854 -0.011 -0.009 -0.012
H 1.72926 6.09140 0.77905 0.006 -0.001 0.002
C 2.90077 -2.03964 3.69439 0.009 0.020 -0.021
C -2.51089 1.19890 2.80253 -0.020 -0.007 -0.003
C -0.77148 -4.09006 -2.46206 -0.153 -0.116 0.004
C -1.58233 0.80242 1.85036 -0.019 -0.001 0.015
C 3.84186 1.97072 1.24567 0.030 0.033 0.009
C 0.62716 -2.70315 3.36724 -0.004 0.001 -0.003
C -3.86730 1.05686 2.54519 0.017 0.005 0.002
C 0.54508 -1.80107 2.32491 0.001 0.020 -0.006
C -1.23531 0.70029 -4.72481 0.169 -0.217 0.077
H -0.37116 -1.69100 1.76337 -0.015 -0.010 -0.001
C -0.44464 -2.78989 -2.12038 0.018 0.160 0.212
C -0.79482 0.13674 -3.55889 0.038 0.009 -0.321
H 4.54102 -1.11742 -2.86110 0.014 0.004 -0.002
H -5.35490 0.40824 1.13864 -0.001 -0.006 0.003
H 3.75420 4.65667 1.25306 -0.001 0.003 0.001
C 1.81968 -2.82834 4.06589 -0.016 -0.011 0.008
C -1.32499 0.55015 -2.29084 0.019 0.070 0.218
C 2.67932 2.86444 0.90322 -0.030 0.014 0.000
I 3.05849 -2.14888 -0.85933 -0.010 -0.008 0.029
H -0.83555 0.38312 -5.67825 -0.007 0.006 -0.007
H 5.03868 -0.38386 -1.27916 -0.006 0.015 0.007
O 4.91953 2.38852 1.53463 0.008 -0.013 -0.001
I 2.93903 0.96492 -2.25967 0.009 0.053 0.013
C -2.23922 1.67883 -4.67421 -0.025 0.028 -0.135
C -3.37384 0.11916 0.38476 -0.005 0.032 -0.020
H 0.38768 -2.31523 -2.62117 0.076 -0.024 0.026
C -2.00605 0.25996 0.63743 0.033 0.051 0.026
H -2.73576 1.87722 -1.31373 0.024 -0.007 -0.009
H -2.17575 1.61710 3.74219 -0.004 -0.001 0.003
C -2.76247 2.11525 -3.42403 -0.079 0.040 0.298
H -2.79648 -2.26983 0.28830 0.021 -0.035 -0.001
C 2.79624 4.23434 0.97900 0.000 -0.014 -0.005
C 0.44860 3.00389 0.30549 0.016 0.017 -0.013
N 3.41764 0.63112 1.23445 -0.051 -0.056 -0.096
H -4.59302 1.36594 3.28551 0.001 -0.003 0.002
C -2.32196 1.54989 -2.25794 -0.094 0.223 -0.095
N 1.58231 -1.02312 1.96909 0.014 -0.002 0.003
O 4.94141 -0.25683 2.75644 0.007 0.013 -0.015
H -0.04061 -0.63502 -3.60108 -0.008 0.037 0.018
H 1.90531 -3.52894 4.88609 0.006 0.001 0.000
H -3.72954 -0.30175 -0.54851 0.018 -0.016 0.000
H -0.21308 -4.60418 -3.23291 0.006 0.004 -0.001
C -2.53980 -4.07037 -0.82429 0.058 -0.202 -0.197
C -1.16590 -2.11820 -1.12507 -0.029 -0.153 -0.096
C 2.74356 -1.15388 2.65298 -0.010 -0.016 0.008
H -2.62869 2.10474 -5.59099 0.004 0.013 -0.008
C 0.48729 4.38197 0.37749 -0.004 -0.016 -0.002
As -0.66802 -0.29330 -0.63640 -0.438 -0.264 -0.206
C -4.29727 0.51852 1.33733 -0.001 0.010 0.004
H -0.40917 4.95013 0.17286 0.002 0.004 0.004
C -2.22690 -2.76442 -0.48633 0.192 0.191 0.096
H -0.46508 2.48792 0.04827 -0.004 -0.005 0.013
C 3.86798 -0.24316 2.23952 0.014 -0.024 0.063
C 1.67712 5.01237 0.71662 -0.005 0.014 0.000
H 3.86000 -2.08546 4.19326 -0.002 -0.002 0.003
C -1.82442 -4.73109 -1.81855 -0.033 0.094 0.067
H -2.09226 -5.74276 -2.09245 0.028 -0.005 0.013
H -0.52631 0.91991 2.06988 0.012 -0.008 -0.011
H -0.23839 -3.29798 3.62273 0.000 -0.002 -0.004
H -3.34923 -4.57774 -0.31665 -0.012 0.025 0.003
```
Forces are in eV/Å.

The calculation puts the highest occupied orbital energy (spin up / spin down) at -17.24 / -17.20 eV. As for the LUMO energy (spin up / spin down): -9.16 / -12.75 eV. The spin multiplicity is 4. Its net charge is +3. As for the energy above the lowest of the compared OMol25 structures with the same formula, charge and spin: 0.0 kcal/mol.

***

Entry 6:
The following is a DFT calculation (ωB97M-V/def2-TZVPD) of a cluster of 4 separate species, C2H12NO3 in total at a distorted geometry.

XYZ file:
```
18
Properties=species:S:1:pos:R:3:forces:R:3
C -1.08853 0.32231 -0.21834 1.384 1.069 0.377
H 2.08760 3.46982 0.47607 -0.614 -0.170 -0.277
H -1.32324 -0.04845 -1.20449 -0.496 -0.397 0.055
H 0.71583 1.57563 0.01238 0.465 -0.557 1.812
H 2.09562 0.26847 -1.26606 0.197 1.136 -0.530
H -3.52404 -2.00299 1.95784 -0.237 0.024 -0.126
O 1.16678 3.14065 0.53395 0.771 0.034 0.513
H 1.02985 3.12063 1.49561 -0.217 0.073 -0.226
H -1.24616 -0.35784 0.60737 -0.497 -0.313 -0.159
C 1.01995 0.39117 -1.34901 -0.534 -1.840 1.563
H 1.75227 -2.79751 -1.69921 0.002 0.193 -0.220
H 0.46821 0.11665 -2.24445 0.229 -0.468 0.034
N 0.38524 0.58333 -0.21685 -0.390 1.438 -3.120
H -1.56549 1.27792 -0.02177 -0.342 -0.082 0.030
O 1.41742 -2.27880 -0.95827 0.173 0.183 -0.714
H -2.15722 -2.09421 2.56917 0.263 -0.138 0.313
O -2.61257 -1.74403 1.80564 0.013 0.109 -0.152
H 1.37849 -2.94275 -0.27957 -0.170 -0.294 0.825
```
Forces are in eV/Å.

The calculation puts the highest occupied orbital energy at -14.66 eV. As for the LUMO energy: -4.86 eV. Its net charge is +1. As for the energy above the lowest of the compared OMol25 structures with the same formula, charge and spin: 50.4 kcal/mol.